1.
# C3H7NOS2

A single C3H7NOS2 molecule in a non-equilibrium geometry (wB97M-V/def2-TZVPD, OMol25).

- Charge: 0
- Energy: -1044.6680 Ha
- HOMO (alpha / beta): -8.203 / -8.545 eV
- Lowest unoccupied orbital energy (alpha / beta): -0.027 / -0.019 hartree

Atoms and positions in Å:
C  -0.39331  -0.55975  1.01924
C  0.94348  -0.99709  0.43334
C  0.78510  1.13156  -1.14086
N  -1.24636  -0.01571  0.01275
O  2.00559  1.50778  1.17013
S  -2.30779  1.19061  0.20758
S  2.02607  0.62421  -0.02410
H  -0.64600  -1.58896  1.44042
H  -0.09833  0.18555  1.76899
H  1.38272  -1.55218  1.21228
H  0.66865  -1.42683  -0.44158
H  0.79670  0.36420  -1.94785
H  0.31937  2.05726  -0.85374
H  -3.31861  0.58747  -0.70002

2.
# C3H7NOS2

A single C3H7NOS2 molecule in a non-equilibrium geometry (wB97M-V/def2-TZVPD, OMol25).

- Charge: 0
- Energy: -1044.7414 Ha
- HOMO: -8.685 eV
- Lowest unoccupied orbital energy: 0.018 hartree

Atoms and positions in Å:
C  1.82492  0.48080  0.66294
C  1.54268  -0.01261  -0.73153
S  0.19718  -1.12399  -0.30638
C  -1.07935  -0.03879  -0.37993
S  -1.10502  1.65688  -0.34635
N  -2.18229  -0.76286  -0.15773
O  -3.47156  -0.38029  0.21135
H  2.02133  -0.43540  1.37271
H  3.00031  0.67858  0.69554
H  1.15394  1.19871  1.29426
H  2.51298  -0.70733  -1.03044
H  1.26165  0.77765  -1.40393
H  -2.04465  -1.85629  0.07250
H  -3.63209  0.52494  0.04696

3.
# C3H7NOS2

2 unconnected molecules or ions with the total composition C3H7NOS2 in a non-equilibrium geometry (wB97M-V/def2-TZVPD, OMol25).

- Charge: 0
- Energy: -1044.7425 Ha
- HOMO: -8.164 eV
- Lowest unoccupied orbital energy: -0.011 hartree

Atoms and positions in Å:
O  1.28270  1.71288  -0.49798
C  0.67387  0.81292  0.33213
C  0.57862  -0.51504  0.19727
N  -0.06042  -1.43840  1.11286
S  -0.13961  -1.38845  2.81795
H  1.70531  1.29160  -1.28284
H  0.42491  1.32735  1.26226
H  1.06116  -0.77641  -0.73846
H  -0.01586  -2.39301  0.66000
H  -1.13145  -0.58900  3.03430
C  -1.13424  0.54661  -1.59921
S  0.03386  0.63081  -2.70165
H  -2.00535  1.20807  -1.46875
H  -1.27349  -0.42993  -1.12787

4.
# C3H7NOSi

A single C3H7NOSi molecule in a non-equilibrium geometry (wB97M-V/def2-TZVPD, OMol25).

- Charge: 0
- Energy: -537.9299 Ha
- HOMO: -10.355 eV
- Lowest unoccupied orbital energy: 0.005 hartree

Atoms and positions in Å:
C  -0.09388  1.85100  -0.29182
C  0.05251  0.62127  -1.17062
C  1.42848  0.08131  -1.32335
N  2.43816  -0.37556  -1.65295
O  -0.90737  -0.66086  -0.46752
Si  -0.58502  -2.06984  0.25306
H  0.64441  2.66542  -0.30320
H  -1.03849  2.45504  -0.47374
H  -0.27637  1.46085  0.74962
H  -0.49145  0.60243  -2.08212
H  0.41877  -2.98887  -0.27207
H  -2.02489  -2.64567  0.08814
H  -0.52798  -1.98479  1.77780

5.
# C3H7NP2

A single C3H7NP2 molecule in a non-equilibrium geometry (wB97M-V/def2-TZVPD, OMol25).

- Charge: 0
- Energy: -855.8885 Ha
- HOMO (alpha / beta): -6.990 / -7.003 eV
- Lowest unoccupied orbital energy (alpha / beta): -0.025 / -0.026 hartree

Atoms and positions in Å:
C  0.16906  -0.00713  0.08609
C  0.54281  -1.18215  -0.82958
C  0.35515  1.42438  -0.49955
N  2.72811  -0.49280  1.12586
P  1.24824  -0.21874  1.69865
P  4.05378  -1.16624  0.84019
H  -0.00833  -1.26902  -1.75053
H  0.41542  -2.17279  -0.34588
H  1.51048  -0.89049  -1.16389
H  -0.44495  1.81379  -1.13342
H  1.22805  1.40467  -1.07764
H  0.59030  2.08595  0.36499
H  -0.80267  -0.34479  0.52934

6.
# C3H7NS

A single C3H7NS molecule in a non-equilibrium geometry (wB97M-V/def2-TZVPD, OMol25).

- Charge: 0
- Energy: -571.3349 Ha
- HOMO: -8.645 eV
- Lowest unoccupied orbital energy: 0.033 hartree

Atoms and positions in Å:
C  1.07383  -0.23533  -0.34032
C  0.36586  -0.45931  0.96619
C  -0.28016  0.35015  -1.11649
N  -2.28804  0.54215  0.88589
S  -1.38320  -0.50712  0.18491
H  1.88113  0.40168  -0.20780
H  1.26766  -1.05167  -0.98116
H  0.77124  -1.21904  1.45284
H  0.23904  0.53211  1.44893
H  -0.48419  1.37789  -1.20385
H  -0.36721  -0.10447  -2.07348
H  -3.23552  0.21298  0.90366

7.
# C3H7NS

A molecular structure, C3H7NS in a non-equilibrium geometry (wB97M-V/def2-TZVPD, OMol25).

- Charge: 0
- Energy: -571.3113 Ha
- HOMO: -8.404 eV
- Lowest unoccupied orbital energy: 0.030 hartree

Atoms and positions in Å:
C  0.74685  0.17355  0.42587
C  0.00723  -1.02876  0.31597
C  -0.16378  1.21181  0.14171
H  2.72592  -0.89170  -0.26181
H  2.59612  0.67241  -0.40007
H  1.26344  0.17936  1.46038
H  0.18496  -1.92441  -0.45752
H  -0.30617  -1.72740  1.16676
H  -0.07462  2.09809  -0.78455
H  -0.37096  1.98011  1.15345
N  1.97607  -0.08555  -0.48029
S  -1.46206  -0.12045  -0.23850

8.
# C3H7NS

2 unconnected molecules or ions with the total composition C3H7NS in a non-equilibrium geometry (wB97M-V/def2-TZVPD, OMol25).

- Charge: 0
- Energy: -571.3041 Ha
- HOMO: -8.516 eV
- Lowest unoccupied orbital energy: -0.001 hartree

Atoms and positions in Å:
C  -1.47984  -0.68315  0.47260
C  -2.29916  0.18848  -0.09006
C  1.59969  0.09969  -0.67328
N  3.87927  0.70151  0.38826
S  3.01299  -0.52477  -0.04351
H  -1.13463  -0.48091  1.47909
H  -1.15359  -1.70166  0.11386
H  -2.47266  -0.00885  -1.17670
H  -2.53711  1.09566  0.31437
H  0.75734  -0.63009  -0.89488
H  1.67028  1.11540  -0.83108
H  4.86149  0.72000  0.53780

9.
# C3H7NS

A single C3H7NS molecule in a non-equilibrium geometry (wB97M-V/def2-TZVPD, OMol25).

- Charge: 0
- Energy: -571.3902 Ha
- HOMO: -9.031 eV
- Lowest unoccupied orbital energy: 0.032 hartree

Atoms and positions in Å:
N  -1.43254  -1.21420  0.18343
C  -1.27084  0.10330  -0.31396
C  -0.68402  1.25377  0.51382
C  0.14784  0.66575  -0.56962
S  1.49695  -0.35405  0.01790
H  -1.32902  -1.91862  -0.49937
H  -0.71444  -1.43401  0.87983
H  -2.22631  0.34636  -0.76612
H  -1.10576  2.17849  0.25364
H  -0.43097  1.09748  1.59083
H  0.42828  1.23712  -1.45466
H  2.29691  0.52057  0.64395

10.
# C3H7NS

A single C3H7NS molecule in a non-equilibrium geometry (wB97M-V/def2-TZVPD, OMol25).

- Charge: 0
- Energy: -571.3176 Ha
- HOMO: -8.690 eV
- Lowest unoccupied orbital energy: -0.012 hartree

Atoms and positions in Å:
C  2.79548  -0.14458  -0.34384
N  1.43370  0.40188  0.11151
C  0.34596  -0.43298  0.49391
C  -0.84845  0.55355  0.32289
S  -2.18087  -0.15698  -0.23216
H  3.19566  0.81859  -0.53304
H  3.47267  -0.55322  0.66033
H  3.26027  -0.95690  -0.93379
H  1.12768  1.05913  -0.75082
H  0.19209  -1.24529  -0.16379
H  0.64216  -0.92828  1.35085
H  -0.79050  1.64854  0.46643

11.
# C3H7NS2

A molecular structure, C3H7NS2 in a non-equilibrium geometry (wB97M-V/def2-TZVPD, OMol25).

- Charge: 0
- Energy: -969.5275 Ha
- HOMO: -8.400 eV
- Lowest unoccupied orbital energy: 0.021 hartree

Atoms and positions in Å:
C  2.80174  0.45690  0.61763
C  0.46510  -0.61510  0.45221
C  -2.85815  0.89767  -0.11614
H  2.43535  1.20970  1.23272
H  3.17116  -0.36929  1.41163
H  3.74081  0.67689  0.17250
H  0.56841  0.06832  1.38449
H  1.12635  -1.53246  0.55981
H  -3.38119  1.83968  0.29313
H  -3.27990  0.35874  -0.87968
N  -1.75731  0.50578  0.51478
S  1.53904  0.18688  -0.79722
S  -1.19729  -0.82618  -0.04655

12.
# C3H7NS2

A single C3H7NS2 molecule in a non-equilibrium geometry (wB97M-V/def2-TZVPD, OMol25).

- Charge: 0
- Energy: -969.5237 Ha
- HOMO: -9.000 eV
- Lowest unoccupied orbital energy: 0.023 hartree

Atoms and positions in Å:
C  -1.76175  -0.27058  1.72407
S  0.04947  -0.53626  1.67022
C  0.20083  0.22658  0.08419
C  1.62507  -0.14344  -0.36395
N  1.96067  -0.19589  -1.58565
S  0.58600  0.17655  -2.69010
H  -2.13337  -0.72223  0.62687
H  -2.05401  0.79742  1.92634
H  -2.00426  -0.81604  2.72745
H  -0.27179  -0.48973  -0.73596
H  -0.11868  1.28258  -0.11296
H  2.33881  -0.15244  0.38747
H  1.58301  0.84348  -3.65799

13.
# C3H7NS2

A molecular structure, C3H7NS2 in a non-equilibrium geometry (wB97M-V/def2-TZVPD, OMol25).

- Charge: 0
- Energy: -969.6080 Ha
- HOMO: -8.588 eV
- Lowest unoccupied orbital energy: -0.010 hartree

Atoms and positions in Å:
C  -2.36474  -0.18913  0.26828
C  0.42092  -0.07197  0.20126
C  0.24500  1.38675  0.60545
H  -3.14923  -0.81656  -0.15032
H  -2.40627  0.83973  -0.13114
H  -2.42799  -0.12215  1.34287
H  -0.64037  1.60192  1.19881
H  1.08796  1.66765  1.24102
H  -0.64908  1.97898  -1.06773
H  0.89574  2.25897  -1.15610
N  0.13868  2.29001  -0.52149
S  -0.87630  -1.08808  -0.29012
S  1.90826  -0.79896  0.03532

14.
# C3H7NSSi

2 unconnected molecules or ions with the total composition C3H7NSSi in a non-equilibrium geometry (wB97M-V/def2-TZVPD, OMol25).

- Charge: 0
- Energy: -860.7507 Ha
- HOMO (alpha / beta): -7.927 / -8.445 eV
- Lowest unoccupied orbital energy (alpha / beta): -0.040 / -0.035 hartree

Atoms and positions in Å:
C  -0.21126  0.12792  0.14403
C  1.56793  -0.73018  -1.08675
C  0.57155  -0.34355  -2.25391
N  0.90318  -0.42121  0.13443
Si  -1.64128  0.79315  2.85775
S  -1.03337  0.30651  -1.40384
H  1.67714  -1.73524  -1.11468
H  2.46731  -0.28479  -1.31599
H  0.81995  0.44945  -2.86161
H  0.20758  -1.06145  -2.95716
H  -0.47553  1.52575  3.70400
H  -2.08678  -0.49410  3.60703
H  -2.76641  1.86774  2.54672

15.
# C3H7O

2 unconnected molecules or ions with the total composition C3H7O in a non-equilibrium geometry (wB97M-V/def2-TZVPD, OMol25).

- Charge: +1
- Energy: -193.2689 Ha
- HOMO (alpha / beta): -13.473 / -14.631 eV
- Lowest unoccupied orbital energy (alpha / beta): -0.247 / -0.222 hartree

Atoms and positions in Å:
C  2.07052  -0.59134  0.10955
C  -2.16929  -0.36858  -0.18996
C  0.38664  0.98070  0.04439
O  1.14649  0.05831  -0.47618
H  2.57951  -1.34633  -0.47153
H  2.36625  -0.39236  1.13141
H  -1.75726  -1.33774  -0.40051
H  -2.38430  -0.08598  0.82613
H  -2.53819  0.24786  -0.99159
H  0.46560  1.26154  1.08391
H  -0.16597  1.57393  -0.66563

16.
# C3H7O

2 unconnected molecules or ions with the total composition C3H7O in a non-equilibrium geometry (wB97M-V/def2-TZVPD, OMol25).

- Charge: +1
- Energy: -193.3366 Ha
- HOMO: -16.505 eV
- Lowest unoccupied orbital energy: -0.242 hartree

Atoms and positions in Å:
C  2.01700  0.02903  0.46713
C  -1.26249  -0.49976  0.16238
C  0.02967  -0.48824  -0.53443
O  0.85973  0.32583  0.27851
H  2.55428  0.76135  1.02627
H  2.46167  -0.79981  -0.09456
H  -1.54338  0.52658  0.52944
H  -2.13998  -0.76279  -0.49809
H  -1.14795  -1.15601  0.99274
H  0.14541  -0.00720  -1.99662
H  0.45343  -1.48233  -0.61451

17.
# C3H7O2

A gas-phase ion, C3H7O2 (charge -1) (wB97M-V/def2-TZVPD, OMol25).

- Charge: -1
- Energy: -268.9498 Ha
- HOMO: -2.120 eV
- Lowest unoccupied orbital energy: 0.133 hartree

Atoms and positions in Å:
O  0.51487  -0.78632  2.54053
C  0.56337  -0.94000  1.21801
C  -0.43773  -0.01303  0.42798
C  0.04048  0.55733  -0.88126
O  -1.09184  0.96532  -1.69284
H  0.33501  -1.97231  0.83293
H  1.58501  -0.72628  0.76696
H  -1.39344  -0.52693  0.29005
H  -0.65704  0.79274  1.13257
H  0.66870  1.42986  -0.70016
H  0.61583  -0.17282  -1.45251
H  -0.74321  1.39244  -2.48226

18.
# C3H7O2

A gas-phase ion, C3H7O2 (charge -1) in a non-equilibrium geometry (wB97M-V/def2-TZVPD, OMol25).

- Charge: -1
- Energy: -268.9109 Ha
- HOMO: -2.134 eV
- Lowest unoccupied orbital energy: 0.147 hartree

Atoms and positions in Å:
O  -2.00012  0.18348  -0.25593
C  -1.34082  0.15509  0.82974
C  0.19482  0.49774  0.45951
C  0.47585  -0.23332  -0.83227
O  1.73814  -0.81613  -1.24078
H  -1.52337  1.02561  1.55051
H  -1.24295  -0.84891  1.24280
H  0.80516  0.17954  1.27433
H  0.38779  1.63800  0.23242
H  -0.06003  -1.27519  -0.92536
H  0.19394  0.32959  -1.76363
H  2.37160  -0.83549  -0.57135

19.
# C3H7O2P

A single C3H7O2P molecule in a non-equilibrium geometry (wB97M-V/def2-TZVPD, OMol25).

- 2S+1: 3
- Charge: 0
- Energy: -610.0870 Ha
- HOMO (alpha / beta): -4.415 / -9.875 eV
- Lowest unoccupied orbital energy (alpha / beta): 0.030 / -0.096 hartree
- ⟨S²⟩: 2.010

Atoms and positions in Å:
C  0.58841  0.01539  -0.31643
C  -0.28184  0.50907  0.76356
C  2.04455  -0.01110  -0.40526
O  0.06392  -0.86154  0.65304
O  -2.60858  -0.33631  -0.81203
P  -2.36085  0.77277  0.35199
H  0.00908  0.10902  -1.34731
H  -0.11704  0.94746  1.72903
H  2.40990  0.89742  -0.97462
H  2.48054  -0.94893  -0.86144
H  2.58391  0.05787  0.56965
H  -2.26125  -1.21494  -0.81165
H  -2.55076  0.06382  1.46144

20.
# C3H7O2S

2 unconnected molecules or ions with the total composition C3H7O2S in a non-equilibrium geometry (wB97M-V/def2-TZVPD, OMol25).

- Charge: -1
- Energy: -667.2056 Ha
- HOMO: -3.984 eV
- Lowest unoccupied orbital energy: 0.116 hartree

Atoms and positions in Å:
C  0.46369  -0.01306  0.62774
S  -0.15154  1.15162  1.90659
C  -0.88172  0.01145  3.05987
H  0.94451  0.43170  -0.23761
H  1.32015  -0.45380  1.15904
H  -0.35007  -0.59098  0.20634
H  -1.39754  0.59899  3.83251
H  -0.19460  -0.60527  3.63390
H  -1.60267  -0.61731  2.52032
O  0.68308  -1.15773  -3.75830
C  0.53244  -0.67528  -2.61536
O  -0.50068  -0.37030  -1.99986
H  1.56408  -0.43463  -2.19638